{"formula": "C6H14GdO3", "method": "wB97M-V/def2-TZVPD", "s2": 16.169, "e_tot_ha": -1228.0581, "charge": 1, "spin_multiplicity": 8, "species": ["C", "O", "C", "O", "C", "O", "C", "Gd", "H", "H", "H", "H", "H", "H", "H", "H", "H", "C", "H", "H", "C", "H", "H", "H"], "positions_angstrom": [[-0.4931, 3.1716, 0.9375], [-0.4533, 2.1911, 1.9234], [-1.6132, 2.9275, -0.0896], [-1.7244, 1.5628, -0.4387], [-0.6038, 0.9147, -1.1485], [0.1328, -1.9109, 0.6348], [-0.1690, -3.0993, 1.3429], [-0.4947, 0.2648, 1.2063], [0.4703, 3.2386, 0.3892], [-0.6680, 4.1804, 1.3611], [-1.4483, 3.5461, -0.9907], [-2.5856, 3.1806, 0.3612], [-0.0501, 1.6932, -1.6993], [-1.1119, 0.2346, -1.8511], [-0.7512, -2.8558, 2.2395], [-0.7833, -3.7469, 0.6989], [0.7629, -3.6006, 1.6438], [0.8072, -2.0082, -0.7937], [0.7464, -3.0994, -0.8998], [0.2518, -1.7752, -1.7102], [2.1826, -1.3802, -0.7918], [2.8138, -1.7621, 0.0221], [2.6681, -1.5651, -1.7591], [2.1137, -0.3023, -0.5883]], "forces_ev_per_a": [[0.196, 1.160, -0.733], [0.069, -0.070, 0.049], [-0.032, 1.057, 0.389], [0.319, -1.366, -0.096], [-1.273, 1.323, 0.087], [0.673, 1.397, -2.256], [0.204, -1.044, -0.529], [-0.592, 0.230, -0.507], [-0.217, -0.033, 0.269], [0.132, -0.385, -0.066], [-0.131, -0.218, 0.315], [0.303, -0.072, -0.264], [0.222, -0.509, 0.338], [0.541, -0.084, 0.364], [0.141, 0.138, -0.183], [0.239, -0.012, 0.367], [-0.367, -0.004, -0.080], [-0.174, -2.486, 1.107], [1.032, 0.026, 0.113], [-0.858, 1.163, 0.998], [-0.122, -0.059, 0.889], [-0.136, -0.234, -0.356], [-0.134, 0.187, 0.277], [-0.032, -0.107, -0.495]], "lowdin_charge": [-0.339, -0.440, -0.209, -0.356, -0.144, -0.461, -0.088, 1.796, 0.113, 0.132, 0.140, 0.139, 0.080, 0.071, 0.094, 0.108, 0.111, -0.171, 0.118, 0.114, -0.066, 0.091, 0.104, 0.064]}